Model one:
Formula: C4H9N
Source: the OMol25 dataset
Level of theory: ωB97M-V/def2-TZVPD

Properties
SMILES: C=CC.C=N
HOMO-LUMO gap, eV: 9.6
Spin multiplicity: 1
E_HOMO, Ha: -0.332

```
14
C4H9N ωB97M-V/def2-TZVPD
N -2.2104 3.3635 1.6670
C 2.8980 -1.7438 -1.3481
C 1.9705 -2.4881 -0.5891
C 0.6378 -1.9399 -0.0916
C -3.0793 4.1346 0.9748
H -3.5653 5.0383 1.3928
H 3.6849 -2.1751 -1.9546
H -0.0708 -2.2552 -0.9455
H 2.1277 -3.5660 -0.3422
H 2.7668 -0.6689 -1.2746
H 0.7100 -0.9052 -0.0234
H -3.8269 3.4955 0.3483
H 0.2748 -2.6624 0.7064
H -2.3178 2.3728 1.4799
```



Model two:
Formula: C4H9N
Source: the OMol25 dataset
Level of theory: ωB97M-V/def2-TZVPD

Properties
SMILES: C=CCCN
HOMO-LUMO gap, eV: 10.4
Spin multiplicity: 1
E_HOMO, Ha: -0.338

```
14
C4H9N ωB97M-V/def2-TZVPD
N 1.1940 2.0049 -0.0140
C -1.8342 -1.3878 0.0191
C 0.6621 0.7630 0.5631
C 0.3586 -0.3049 -0.5041
C -0.5052 -1.4117 -0.0013
H -2.4112 -0.7289 -0.6184
H 1.3346 0.4008 1.3367
H 0.6072 2.8018 0.2049
H 1.3380 -0.6641 -0.8371
H 0.0021 0.2853 -1.3548
H -0.0375 -2.3928 0.0168
H -2.3768 -2.2451 0.4000
H -0.2814 1.0104 1.0576
H 1.1465 2.0206 -1.0283
```



Relative energies, hartree: model one 0.0713; model two 0.0000.



Model one:
Formula: C4H9N
Source: the OMol25 dataset
Level of theory: ωB97M-V/def2-TZVPD

Properties
SMILES: C=CCNC
HOMO-LUMO gap, eV: 10.3
Spin multiplicity: 1
E_HOMO, Ha: -0.334

```
14
C4H9N ωB97M-V/def2-TZVPD
N -1.0713 -0.5933 -0.4522
C 1.2884 -0.4632 -0.4766
C 0.0961 -0.8598 0.3822
C -1.5817 0.7627 -0.1407
C 2.1042 0.4548 -0.0076
H 2.2372 1.0007 1.0063
H -0.0753 -0.1798 1.3274
H 2.7887 0.9076 -0.7154
H 0.0144 -1.9898 0.6857
H -1.4543 0.7437 1.0496
H -1.0955 1.6086 -0.6886
H 1.3611 -0.9802 -1.4902
H -1.9396 -1.1909 -0.1624
H -2.6723 0.7788 -0.3173
```



Model two:
Formula: C4H9N
Source: the OMol25 dataset
Level of theory: ωB97M-V/def2-TZVPD

Properties
SMILES: C[C@H]1CN1C
HOMO-LUMO gap, eV: 10.1
Spin multiplicity: 1
E_HOMO, Ha: -0.328

```
14
C4H9N ωB97M-V/def2-TZVPD
N -0.6834 0.4327 -0.8027
C -0.7013 -0.6774 0.1414
C -1.0156 0.7180 0.5745
C 0.5682 1.0565 -1.1713
C 0.5137 -1.3822 0.7056
H 1.1576 0.4193 -1.8476
H -0.1484 1.2358 1.0526
H 1.3166 -0.6895 0.9680
H -1.5137 -1.3651 -0.1074
H 0.2239 -1.9067 1.6230
H -2.0104 1.0936 0.8264
H 0.3373 1.9885 -1.6980
H 1.1173 1.3553 -0.2284
H 0.9200 -2.1336 0.0213
```



Relative energies, hartree: model one 0.0326; model two 0.0000.



Model one:
Formula: C4H9N
Source: the OMol25 dataset
Level of theory: ωB97M-V/def2-TZVPD

Properties
SMILES: C1CCNC1
HOMO-LUMO gap, eV: 9.7
Spin multiplicity: 1
E_HOMO, Ha: -0.313

```
14
C4H9N ωB97M-V/def2-TZVPD
N -0.7578 0.9171 -0.3333
C -0.4977 0.5105 1.0324
C -0.1638 -0.0289 -1.2684
C 0.7429 -0.3972 0.9753
C 0.5995 -1.0775 -0.3838
H -0.5166 1.8796 -0.4986
H 0.5176 0.4123 -1.9860
H 1.5757 -1.3730 -0.7757
H -0.0140 -1.9727 -0.3325
H -0.3400 1.3688 1.6884
H -0.9581 -0.5677 -1.7815
H -1.3195 -0.0542 1.4855
H 1.6379 0.2211 0.9884
H 0.8091 -1.1158 1.7829
```



Model two:
Formula: C4H9N
Source: the OMol25 dataset
Level of theory: ωB97M-V/def2-TZVPD

Properties
SMILES: C=C(C)NC
HOMO-LUMO gap, eV: 9.9
Spin multiplicity: 1
E_HOMO, Ha: -0.321

```
14
C4H9N ωB97M-V/def2-TZVPD
N -0.8363 -0.2319 -0.6566
C 1.4942 -0.9584 0.0380
C -1.8297 -0.2342 0.4272
C 0.5064 0.1064 -0.3296
C 0.8501 1.4008 -0.2119
H 1.8974 1.6641 -0.1007
H -1.6990 0.6489 1.0736
H -1.1581 0.3658 -1.3989
H 2.0130 -0.6062 0.9173
H -2.7980 -0.0871 -0.0500
H -1.7651 -1.1659 0.9774
H 0.1512 2.2143 -0.1391
H 2.1612 -1.1976 -0.7927
H 1.0126 -1.9189 0.2462
```



Model three:
Formula: C4H9N
Source: the OMol25 dataset
Level of theory: ωB97M-V/def2-TZVPD

Properties
SMILES: C=CC.C=N
HOMO-LUMO gap, eV: 10.2
Spin multiplicity: 1
E_HOMO, Ha: -0.346

```
14
C4H9N ωB97M-V/def2-TZVPD
N 1.0917 -0.9722 1.9683
C 0.9978 -2.0861 1.2485
C 0.0882 1.7872 -0.3434
C -1.1250 0.1747 -1.9189
C -1.0891 1.0298 -0.8886
H 0.9603 1.5440 -0.9214
H -0.0585 2.8395 -0.6394
H -0.1951 0.0489 -2.5156
H -1.8304 -0.6922 -1.8154
H -2.0570 1.3615 -0.4421
H 0.2242 -2.3908 0.5025
H 1.8765 -2.3810 0.8427
H 0.1178 -0.5834 1.9334
H 0.0893 1.6253 0.6913
```



Model four:
Formula: C4H9N
Source: the OMol25 dataset
Level of theory: ωB97M-V/def2-TZVPD

Properties
SMILES: [H]/N=C(/C)CC
HOMO-LUMO gap, eV: 10.2
Spin multiplicity: 1
E_HOMO, Ha: -0.335

```
14
C4H9N ωB97M-V/def2-TZVPD
N -1.6572 -0.7165 0.7519
C 0.6459 -0.6082 -0.6426
C 1.6220 -0.5077 0.5149
C -0.9134 -0.0293 0.0507
C -1.3368 1.3567 -0.3082
H 2.2707 -1.2897 0.4428
H 0.5401 -1.5865 -0.8368
H -1.3993 -1.6724 0.9120
H -2.2476 1.6042 0.2641
H 0.9736 -0.0797 -1.4393
H 1.1242 -0.4959 1.4545
H 2.1417 0.4556 0.2397
H -1.2807 1.5865 -1.4021
H -0.4833 1.9827 -0.0015
```



Relative energies, hartree: model one 0.0000; model two 0.0319; model three 0.1045; model four 0.0553.



Model one:
Formula: C3H4N2OS
Source: the OMol25 dataset
Level of theory: ωB97M-V/def2-TZVPD

Properties
SMILES: Cn1ncoc1=S
HOMO-LUMO gap, eV: 9.3
Spin multiplicity: 1
E_HOMO, Ha: -0.313

```
11
C3H4N2OS ωB97M-V/def2-TZVPD
S -0.2931 2.1291 1.3289
O 1.4634 1.2478 -0.4343
N 0.5464 -0.6847 -1.0505
N -0.2262 -0.2029 -0.0339
C 1.5233 0.1228 -1.2544
C -1.1972 -0.8583 0.7201
C 0.2942 1.0292 0.2418
H -2.1141 -0.6545 0.1049
H -1.4276 -0.4856 1.6958
H 2.3337 0.2050 -1.9766
H -0.9027 -1.8479 0.6582
```



Model two:
Formula: C3H4N2OS
Source: the OMol25 dataset
Level of theory: ωB97M-V/def2-TZVPD

Properties
SMILES: Cn1ncoc1=S
HOMO-LUMO gap, eV: 9.3
Spin multiplicity: 1
E_HOMO, Ha: -0.313

```
11
C3H4N2OS ωB97M-V/def2-TZVPD
S 2.5475 0.1644 0.3864
O 0.4021 -0.4134 1.8924
N -1.2455 0.0618 0.4378
N -0.0621 0.1666 -0.1806
C -0.9527 -0.3406 1.6444
C 0.9385 -0.0376 0.6808
C 0.0537 0.1897 -1.5801
H 0.9067 -0.3202 -1.9508
H -1.5295 -0.3434 2.5276
H -0.9410 -0.2506 -1.7488
H -0.1178 1.1234 -2.1090
```



Relative energies, hartree: model one 0.0046; model two 0.0000.



Model one:
Formula: C3H4N2OS
Source: the OMol25 dataset
Level of theory: ωB97M-V/def2-TZVPD

Properties
SMILES: N#[N+][S-].CC#CO
HOMO-LUMO gap, eV: 9.0
Spin multiplicity: 1
E_HOMO, Ha: -0.319

```
11
C3H4N2OS ωB97M-V/def2-TZVPD
S 2.5924 0.4006 3.1957
O 1.3172 -0.4267 -1.9840
N 2.3484 0.1351 1.7371
N 1.9571 -0.0513 0.7041
C -2.1142 0.2045 -0.1752
C -0.8596 0.1871 -0.8823
C 0.2205 -0.1415 -1.3786
H 1.8263 -1.1151 -1.5447
H -2.0284 -0.4970 0.5640
H -2.2681 1.1795 0.4246
H -2.9916 0.1248 -0.6606
```



Model two:
Formula: C3H4N2OS
Source: the OMol25 dataset
Level of theory: ωB97M-V/def2-TZVPD

Properties
HOMO-LUMO gap (alpha / beta), eV: 6.0 / 7.2
Spin multiplicity: 1
E_HOMO (alpha / beta), Ha: -0.286 / -0.306

```
11
C3H4N2OS ωB97M-V/def2-TZVPD
S -3.1915 0.3574 0.3984
O -1.7118 -0.5869 -0.4937
N 1.0756 -1.6030 0.0841
N 2.0103 -0.7775 0.2224
C -0.5763 -0.1812 -0.3095
C 1.6534 0.4694 0.2734
C 0.3046 0.7614 0.0208
H 2.5273 1.0778 0.4530
H -3.4771 1.1831 -0.7253
H 0.1171 1.8743 0.1469
H 1.2684 -2.5748 -0.0706
```



Model three:
Formula: C3H4N2OS
Source: the OMol25 dataset
Level of theory: ωB97M-V/def2-TZVPD

Properties
SMILES: OSc1cnc[nH]1
HOMO-LUMO gap, eV: 9.7
Spin multiplicity: 1
E_HOMO, Ha: -0.338

```
11
C3H4N2OS ωB97M-V/def2-TZVPD
S -2.2265 0.5465 0.3034
O -2.7431 -0.3160 -0.9996
N 1.6140 -0.7481 -0.2322
N 0.2812 0.9806 -0.7003
C 1.5353 0.4457 -0.8172
C -0.4218 0.1261 0.0977
C 0.3369 -1.0119 0.3243
H -0.1139 1.7442 -1.0997
H -2.5198 -1.2223 -0.8833
H 0.2074 -1.9550 0.7547
H 2.0862 1.0464 -1.5324
```



Model four:
Formula: C3H4N2OS
Source: the OMol25 dataset
Level of theory: ωB97M-V/def2-TZVPD

Properties
HOMO-LUMO gap, eV: 8.8
Spin multiplicity: 1
E_HOMO, Ha: -0.303

```
11
C3H4N2OS ωB97M-V/def2-TZVPD
S 3.1401 0.1553 -0.1645
O 1.7675 -1.5336 1.4657
N -0.9056 -0.6614 -0.6849
N -0.1045 0.0345 -0.1223
C -1.3736 -1.4377 -1.4284
C -0.5532 1.2914 0.4605
C 2.2963 -0.7951 0.7461
H -0.9875 1.1681 1.4984
H -2.1290 -1.9026 -1.9403
H 0.2576 2.0448 0.2940
H -1.4082 1.6363 -0.1244
```



Relative energies, hartree: model one 0.0942; model two 0.1617; model three 0.0000; model four 0.0730.